{
  "formula": "C89H183N9O15",
  "method": "ωB97M-V/def2-TZVPD",
  "total_charge": 0,
  "gap_ev": 8.28,
  "smiles": "CC1(C)CCCC(C)(C)N1O.CC1(C)CCCC(C)(C)N1O.CC1(C)CCCC(C)(C)N1O.CC1(C)CCCC(C)(C)N1O.CC1(C)CCCC(C)(C)N1O.CC1(C)CCCC(C)(C)N1O.CC1(C)CCCC(C)(C)N1O.CC1(C)CCCC(C)(C)N1O.CC1(C)CCCC(C)(C)N1O.C[C@H]1COC(=O)O1.C[C@H]1COC(=O)O1",
  "homo_ha": -0.293,
  "e_tot_ev": -139365.7390,
  "species": ["H", "C", "O", "C", "H", "H", "C", "O", "H", "H", "H", "H", "H", "C", "H", "O", "H", "H", "C", "H", "H", "C", "H", "C", "O", "H", "H", "H", "H", "H", "H", "H", "C", "C", "H", "C", "H", "H", "H", "H", "C", "H", "H", "H", "C", "C", "C", "C", "C", "C", "H", "H", "C", "C", "H", "C", "H", "H", "H", "H", "C", "C", "H", "H", "H", "H", "C", "H", "C", "C", "H", "H", "O", "H", "H", "H", "H", "C", "C", "C", "H", "C", "H", "H", "H", "H", "H", "C", "C", "H", "H", "C", "H", "H", "N", "H", "H", "O", "C", "H", "O", "C", "C", "H", "H", "H", "H", "O", "H", "H", "H", "O", "N", "H", "H", "O", "C", "C", "H", "H", "H", "C", "H", "H", "C", "C", "H", "O", "H", "H", "N", "H", "H", "H", "H", "C", "C", "H", "C", "C", "N", "H", "H", "H", "H", "H", "C", "H", "H", "H", "H", "H", "H", "H", "H", "C", "H", "H", "H", "H", "H", "H", "C", "H", "H", "H", "H", "H", "O", "H", "H", "C", "C", "C", "C", "H", "H", "H", "H", "C", "H", "H", "C", "O", "H", "H", "H", "H", "C", "H", "H", "H", "H", "H", "H", "H", "H", "H", "O", "C", "H", "C", "C", "C", "N", "H", "N", "H", "H", "C", "C", "H", "H", "H", "C", "H", "H", "H", "C", "H", "H", "H", "H", "H", "C", "H", "O", "H", "H", "H", "C", "H", "H", "H", "C", "H", "H", "C", "C", "C", "H", "C", "N", "H", "H", "N", "C", "H", "N", "C", "H", "H", "H", "H", "C", "C", "C", "H", "H", "C", "H", "H", "C", "C", "C", "H", "H", "H", "H", "C", "C", "C", "H", "C", "H", "H", "C", "C", "C", "H", "H", "H", "H", "H", "C", "H", "H", "C", "C", "H", "H", "H", "H", "H", "H", "C"],
  "positions_angstrom": [[30.116, 7.744, -11.165], [11.263, -5.525, -13.447], [12.045, -4.824, -14.310], [13.401, 1.433, -22.661], [15.427, 3.264, -22.155], [32.905, 6.168, -26.544], [15.551, 6.432, -15.480], [24.764, -0.818, -15.168], [34.430, 5.547, -26.066], [28.715, 10.936, -9.975], [34.942, -0.292, -5.868], [33.980, 5.667, -20.376], [29.698, 8.024, -12.828], [25.796, -8.957, -12.903], [17.358, -5.157, -6.267], [11.969, -6.257, -12.578], [17.236, -0.656, -5.280], [24.488, -5.626, -25.065], [25.953, -11.676, -10.797], [11.750, -0.040, -22.640], [32.414, 1.932, -6.452], [17.047, 6.602, -12.883], [16.481, 8.275, -11.699], [18.370, -9.182, -17.538], [10.007, -5.472, -13.406], [26.361, -8.191, -13.433], [28.876, -9.780, -10.135], [26.094, -2.385, -28.550], [16.763, -3.020, -6.084], [15.588, -13.609, -15.001], [24.583, -10.915, -9.171], [27.528, -0.556, -15.231], [33.688, 2.770, -23.359], [26.256, -2.596, -27.493], [30.721, 11.107, -10.838], [13.269, -5.782, -12.586], [24.605, -3.888, -25.378], [27.707, 12.329, -15.188], [27.858, -5.514, -28.279], [16.240, -3.786, -4.589], [17.056, 0.678, -21.749], [35.031, -0.584, -7.486], [30.449, -3.256, -5.134], [18.194, 5.424, -15.861], [15.695, 0.356, -22.483], [17.820, -2.883, -2.703], [13.390, -4.954, -13.852], [33.010, -0.045, -7.004], [31.011, 10.757, -12.952], [16.629, 8.586, -16.141], [33.758, -2.852, -7.343], [32.966, 0.975, -5.057], [33.967, 3.800, -22.216], [15.348, 5.337, -14.425], [28.084, -12.065, -10.413], [28.008, -9.907, -11.956], [14.984, 6.812, -12.837], [30.259, 0.943, -6.549], [24.814, -13.597, -10.795], [19.896, -4.719, -3.506], [33.090, 5.121, -22.369], [17.137, 7.414, -11.574], [21.405, -4.880, -4.452], [12.653, 2.363, -20.840], [16.750, 0.979, -20.747], [28.838, 10.311, -15.891], [27.858, -9.962, -10.477], [17.466, -10.677, -19.859], [17.854, -2.440, -4.175], [27.413, -4.533, -28.442], [27.648, 1.031, -14.626], [18.819, -8.886, -16.590], [28.848, -3.146, -26.362], [34.872, 1.058, -6.980], [16.078, 4.535, -14.535], [18.662, -13.969, -15.686], [31.429, 3.677, -22.024], [16.458, -12.272, -18.979], [19.537, -11.408, -18.227], [17.024, -12.682, -16.429], [13.421, -5.083, -11.764], [16.207, -12.721, -15.129], [17.586, 9.072, -16.331], [13.643, -1.392, -23.499], [18.023, 4.836, -13.617], [28.174, -3.803, -28.719], [33.150, 7.053, -21.029], [23.565, -0.322, -14.931], [24.786, -10.882, -10.242], [17.567, -0.386, -3.636], [25.615, -4.234, -23.463], [28.605, -4.219, -23.742], [25.135, 2.066, -14.145], [12.458, 0.139, -21.114], [27.749, -3.920, -26.051], [26.562, -5.655, -23.922], [31.622, 0.754, -8.362], [32.209, 6.749, -23.868], [12.721, 0.122, -22.171], [19.909, -0.442, -4.428], [15.468, 2.665, -22.904], [26.931, 0.341, -15.071], [28.620, 10.832, -13.818], [15.637, -1.833, -21.863], [31.910, 11.357, -12.806], [26.649, -4.703, -29.200], [18.209, 4.918, -11.908], [18.641, -11.137, -15.485], [19.103, 7.402, -14.025], [30.422, 1.277, -4.906], [27.748, -11.377, -14.383], [18.534, 8.168, -13.924], [17.747, -11.354, -16.516], [17.696, 1.490, -22.096], [33.089, 1.302, -8.869], [25.131, -11.982, -13.006], [33.397, 5.245, -26.235], [16.910, 7.249, -15.397], [19.849, -11.078, -19.218], [25.066, -5.437, -27.418], [21.459, -3.124, -6.968], [12.619, 2.501, -21.921], [31.150, -0.956, -4.414], [28.436, 7.656, -11.708], [32.841, 4.719, -24.997], [27.452, -3.728, -24.599], [32.706, -0.329, -9.235], [22.511, -0.760, -15.446], [27.228, -9.143, -10.130], [30.572, -2.566, -8.429], [26.177, -11.488, -12.214], [31.344, 9.911, -13.553], [32.208, -3.329, -5.142], [27.516, 12.717, -13.391], [14.856, -3.577, -13.382], [15.887, -12.729, -17.606], [28.806, 9.857, -10.102], [16.636, -1.078, -23.802], [28.743, 9.832, -14.916], [18.211, -10.746, -17.773], [17.297, 7.603, -14.008], [19.196, 5.924, -12.892], [26.346, -1.690, -24.609], [21.274, -3.497, -3.523], [33.722, 3.325, -21.267], [28.914, -5.253, -23.891], [13.582, -1.115, -22.447], [19.754, -5.040, -6.419], [15.453, 5.116, -12.359], [18.994, -3.585, -7.013], [29.493, -3.616, -23.932], [26.940, -2.146, -23.089], [16.926, 6.896, -10.638], [12.991, -1.964, -22.102], [14.054, -6.536, -12.527], [18.034, 6.456, -16.173], [26.087, -0.705, -13.426], [29.357, -2.455, -7.264], [33.506, 2.685, -25.416], [16.126, 8.463, -17.099], [17.972, -3.939, -2.482], [19.227, -12.412, -18.518], [32.653, 0.404, -8.430], [30.359, 11.914, -14.612], [31.329, 3.264, -25.740], [16.039, 9.267, -15.527], [18.540, -13.934, -17.455], [18.963, -8.696, -18.314], [33.115, -2.324, -7.821], [35.023, 4.053, -22.118], [29.531, -3.775, -26.606], [30.226, -1.908, -7.632], [33.713, 6.164, -21.309], [27.185, -2.213, -24.149], [17.098, -1.113, -4.300], [15.647, -11.789, -15.048], [22.066, -2.361, -5.467], [12.256, 2.166, -24.330], [26.870, -1.794, -27.083], [31.383, 4.296, -25.394], [27.847, -9.715, -14.542], [27.269, -11.326, -9.055], [25.823, -5.132, -26.696], [27.016, 9.762, -12.387], [29.722, 12.583, -13.204], [27.944, -1.463, -24.369], [26.318, -6.094, -26.562], [28.805, -10.608, -12.204], [30.697, -0.774, -5.389], [27.822, 9.433, -9.902], [26.330, -10.432, -14.994], [28.227, -8.877, -12.237], [34.361, 1.918, -23.452], [14.674, 7.065, -15.617], [30.810, 5.276, -22.192], [25.207, -2.493, -27.215], [25.082, 1.149, -12.625], [17.300, -14.787, -16.500], [23.609, 0.658, -14.084], [13.136, 1.538, -24.192], [19.456, -11.506, -15.833], [15.620, 5.950, -13.040], [26.797, -4.016, -27.133], [25.802, -13.229, -10.520], [28.242, 10.367, -12.448], [13.763, -2.907, -14.590], [32.597, -1.451, -6.803], [13.029, 3.485, -22.153], [34.808, 3.629, -25.033], [29.369, 8.212, -11.806], [18.179, 5.542, -12.802], [31.314, -3.911, -6.617], [31.622, 4.673, -20.733], [24.841, -9.830, -10.521], [21.184, -2.560, -6.077], [26.655, 0.601, -16.094], [17.411, -8.696, -17.713], [11.564, 2.523, -22.194], [17.895, -4.612, -5.490], [18.053, 7.989, -11.436], [30.855, 4.971, -26.068], [13.922, 1.960, -24.819], [15.197, -0.312, -24.560], [31.391, 9.581, -11.318], [25.175, -4.815, -25.304], [20.302, -11.557, -17.465], [19.925, -1.258, -3.923], [16.023, -1.229, -4.164], [14.826, -0.661, -20.804], [17.851, 6.337, -17.240], [31.230, -1.811, -6.464], [29.705, 9.324, -14.856], [20.793, -1.585, -6.368], [16.848, -2.566, -2.326], [17.969, -13.928, -16.526], [25.415, -12.833, -13.349], [29.417, 9.348, -9.357], [27.576, 11.958, -14.171], [17.110, -3.413, -5.129], [17.081, -10.892, -18.862], [27.898, 9.167, -15.093], [33.778, 3.472, -24.712], [32.979, 5.621, -23.792], [26.586, 11.506, -14.108], [15.649, 5.814, -16.373], [14.873, 1.520, -22.426], [31.671, 4.720, -21.821], [16.557, 0.660, -24.396], [19.211, -2.249, -4.690], [13.813, -3.528, -13.696], [14.011, -5.447, -14.600], [25.977, -13.496, -9.478], [13.233, -3.136, -12.860], [32.818, 2.168, -23.095], [25.678, -0.137, -14.262], [26.269, -4.651, -24.229], [16.049, -0.165, -23.897], [17.181, -13.036, -19.267], [25.485, -8.553, -11.939], [19.248, -4.128, -6.103], [16.835, -12.618, -14.244], [28.414, -4.086, -22.677], [27.132, -10.487, -14.258], [24.933, 1.090, -13.703], [30.614, 10.304, -11.567], [12.825, 0.576, -24.601], [33.342, 4.601, -27.112], [26.473, 10.493, -12.084], [16.262, -10.299, -18.457], [20.089, -3.255, -5.188], [31.329, -3.218, -5.776], [27.288, -11.371, -10.144], [19.006, 6.930, -16.042], [29.238, 9.734, -11.549], [34.589, 6.705, -21.667], [24.892, -9.127, -13.488], [26.746, -10.233, -12.794], [30.884, 0.683, -5.695], [32.386, 0.949, -5.980], [29.633, -0.894, -5.187], [15.623, -13.783, -17.692], [17.740, -0.167, -21.670], [30.814, 4.287, -24.464], [14.908, -12.389, -17.269], [15.036, -0.924, -21.841], [15.596, -12.288, -19.645], [23.869, -11.239, -10.709], [29.978, 11.615, -13.635], [34.485, 0.056, -6.794], [18.567, -2.391, -2.081], [14.310, 5.043, -14.582], [29.929, -0.965, -8.089], [32.860, 7.444, -23.988], [26.436, -13.790, -11.206], [17.988, -5.266, -4.623], [20.647, -4.186, -4.089]],
  "lowdin_charge": [0.08, -0.49, 0.08, -0.47, 0.11, 0.08, -0.13, 0.11, 0.09, 0.09, 0.09, 0.07, 0.07, -0.03, 0.11, 0.09, 0.08, 0.11, -0.51, 0.12, 0.12, -0.45, 0.08, -0.02, 0.09, 0.08, 0.11, 0.07, 0.12, 0.09, 0.09, 0.07, -0.18, -0.02, 0.12, -0.12, 0.10, 0.08, 0.08, 0.12, -0.03, 0.08, 0.08, 0.07, -0.50, -0.03, -0.34, -0.51, -0.19, -0.05, 0.10, 0.12, -0.13, -0.18, 0.12, -0.17, 0.12, 0.10, 0.07, 0.07, -0.40, -0.05, 0.08, 0.08, 0.08, 0.08, -0.19, 0.12, -0.50, -0.05, 0.08, 0.07, -0.02, 0.09, 0.10, 0.08, 0.06, -0.19, -0.02, -0.44, 0.13, -0.06, 0.07, 0.09, 0.06, 0.08, 0.07, -0.59, -0.02, 0.08, 0.11, -0.06, 0.13, 0.11, -0.13, 0.11, 0.06, -0.01, -0.15, 0.09, 0.01, -0.03, -0.48, 0.11, 0.11, 0.09, 0.09, -0.01, 0.06, 0.11, 0.08, -0.01, -0.14, 0.07, 0.08, -0.01, -0.10, -0.45, 0.09, 0.11, 0.08, -0.06, 0.12, 0.08, -0.48, -0.45, 0.08, 0.09, 0.11, 0.08, -0.12, 0.11, 0.08, 0.08, 0.09, -0.11, -0.05, 0.09, -0.04, -0.46, -0.14, 0.08, 0.06, 0.08, 0.11, 0.09, -0.18, 0.12, 0.12, 0.12, 0.08, 0.07, 0.08, 0.10, 0.14, -0.03, 0.15, 0.08, 0.11, 0.08, 0.07, 0.05, -0.03, 0.12, 0.08, 0.08, 0.06, 0.07, -0.02, 0.11, 0.11, -0.03, -0.04, -0.03, -0.05, 0.08, 0.07, 0.07, 0.08, -0.02, 0.08, 0.12, -0.13, 0.00, 0.11, 0.07, 0.11, 0.12, -0.15, 0.08, 0.08, 0.12, 0.10, 0.11, 0.07, 0.07, 0.13, 0.08, 0.08, -0.03, 0.07, -0.12, -0.50, -0.03, -0.12, 0.10, -0.10, 0.08, 0.11, -0.03, -0.04, 0.08, 0.07, 0.06, -0.01, 0.09, 0.07, 0.09, -0.19, 0.08, 0.08, 0.08, 0.06, 0.12, -0.17, 0.08, -0.02, 0.09, 0.11, 0.08, -0.49, 0.07, 0.08, 0.08, -0.03, 0.10, 0.09, -0.03, -0.16, -0.13, 0.09, -0.14, -0.12, 0.07, 0.11, -0.14, -0.05, 0.08, -0.11, -0.03, 0.15, 0.08, 0.10, 0.10, -0.27, -0.14, -0.04, 0.10, 0.06, -0.14, 0.07, 0.09, -0.06, -0.05, -0.16, 0.07, 0.10, 0.11, 0.12, -0.53, -0.03, -0.14, 0.07, -0.52, 0.07, 0.08, -0.46, -0.19, -0.11, 0.12, 0.10, 0.08, 0.06, 0.11, -0.10, 0.11, 0.08, -0.13, -0.07, 0.08, 0.11, 0.07, 0.11, 0.08, 0.11, -0.02]
}


{
  "formula": "C24H40N6S5SbTc",
  "method": "ωB97M-V/def2-TZVPD",
  "total_charge": 4,
  "relative_energy_ev": 0.674,
  "gap_ev": [5.98, 5.68],
  "homo_ha": [-0.710, -0.693],
  "e_tot_ev": -97353.2338,
  "species": ["H", "N", "N", "H", "H", "C", "H", "C", "Sb", "C", "C", "H", "C", "N", "C", "H", "H", "H", "H", "C", "H", "H", "H", "N", "S", "H", "H", "H", "H", "S", "H", "H", "H", "H", "S", "H", "H", "C", "H", "H", "H", "C", "C", "S", "N", "H", "C", "H", "H", "H", "H", "Tc", "C", "C", "H", "C", "C", "C", "H", "H", "H", "C", "C", "H", "H", "H", "C", "H", "C", "S", "H", "C", "C", "H", "N", "C", "C"],
  "positions_angstrom": [[2.196, -2.843, -3.035], [-0.994, 0.037, 1.054], [1.236, -0.922, 2.751], [-1.851, -0.372, 3.481], [1.947, -2.789, -4.775], [3.163, 0.853, 0.222], [-0.544, 3.742, -0.256], [2.120, 1.355, 2.412], [-0.360, -6.196, 2.214], [-3.365, 3.545, -2.109], [-1.038, 0.109, -2.354], [-5.046, 1.459, 5.637], [-2.109, 3.974, -1.705], [0.913, -0.440, -3.685], [-4.331, 2.565, 3.951], [2.928, -0.380, -3.116], [0.468, -1.416, 3.204], [3.562, -2.570, -4.122], [-5.012, 2.214, -1.753], [2.312, -0.842, -3.896], [1.899, 2.402, 2.620], [2.922, 0.888, -0.839], [3.243, -0.955, 3.375], [1.886, 1.063, 0.961], [-0.497, -2.696, 0.598], [4.255, -0.427, 1.585], [0.251, 0.812, 3.399], [1.442, 1.875, 0.542], [-3.472, -0.412, 5.321], [-1.345, 1.679, 1.440], [1.911, -1.170, -1.628], [-1.688, -0.364, -3.087], [-5.015, 3.387, 4.100], [-1.624, 4.791, -2.218], [-0.101, -4.155, 2.887], [-1.082, 1.186, -2.515], [-3.958, 1.143, 0.206], [-3.436, 1.915, -0.342], [3.181, 1.221, 2.614], [0.096, -2.042, -5.941], [4.562, -0.751, -0.100], [0.136, -0.130, -4.911], [-4.027, 2.519, -1.435], [-0.438, -5.769, -0.360], [2.744, -1.576, 0.660], [0.857, 0.260, -5.629], [-1.497, 3.376, -0.613], [3.868, 1.662, 0.434], [1.699, 0.436, 4.322], [-1.419, -0.109, -1.363], [-1.286, -1.011, -6.242], [0.692, -0.747, 0.650], [-2.573, 1.527, 2.716], [-3.460, 0.424, 4.638], [-0.545, 0.691, -4.689], [-2.168, 2.350, 0.052], [0.361, -0.378, -2.495], [2.490, -1.677, 3.062], [-3.851, 4.029, -2.945], [2.299, -3.334, 1.695], [-1.156, -1.871, -4.712], [2.510, -2.348, -3.957], [-4.345, 1.479, 4.815], [2.632, -0.369, -4.824], [3.964, -2.784, 1.929], [-3.431, 3.451, 2.221], [2.925, -2.454, 1.841], [2.883, -2.174, -0.152], [3.777, -0.482, 0.608], [0.533, -4.048, -0.443], [2.316, -2.341, 3.911], [-2.552, 0.445, 3.590], [-3.439, 2.603, 2.890], [-1.847, -0.514, 1.181], [1.031, -0.730, -1.384], [1.281, 0.459, 3.311], [-0.589, -1.339, -5.475]],
  "lowdin_charge": [0.05, -0.44, -0.16, 0.09, 0.08, -0.16, 0.11, -0.13, 0.94, 0.00, 0.02, 0.14, -0.03, -0.04, -0.01, 0.12, 0.07, 0.10, 0.13, -0.16, 0.15, 0.11, 0.13, -0.15, 0.19, 0.12, 0.08, 0.11, 0.13, 1.17, 0.03, 0.10, 0.14, 0.13, -0.02, 0.10, 0.13, -0.06, 0.13, 0.08, 0.15, -0.16, -0.01, 0.10, -0.16, 0.13, -0.08, 0.15, 0.15, 0.04, 0.10, 1.17, -0.41, -0.03, 0.12, -0.46, -0.36, -0.15, 0.14, 0.05, 0.08, -0.04, 0.00, 0.14, 0.15, 0.13, -0.18, 0.11, -0.12, -0.01, 0.14, -0.10, -0.05, 0.02, -0.05, -0.16, -0.04]
}